No. 1
Entry from OMol25: a single C3H2ClN3S molecule in a non-equilibrium geometry (wB97M-V/def2-TZVPD).

## Properties
SMILES string: S=c1nnc(Cl)c[nH]1
Charge: 0
LUMO, eV: -1.3562
Relative energy (zero: lowest compared OMol25 entry of this formula, charge and spin), kJ/mol: 10.48
Multiplicity: 1
Maximum force, eV/Å: 2.0
HOMO, eV: -8.626

Each line ends with the Mulliken charge.
Cartesian coordinates (Å):
S: 3.082 -0.093 0.014  -0.32
C: 1.403 -0.065 -0.030  0.18
N: 0.630 -1.199 -0.049  -0.33
N: -0.659 -1.139 0.042  -0.23
C: -1.283 0.019 0.105  0.37
Cl: -3.023 -0.076 -0.028  -0.16
C: -0.614 1.220 0.034  -0.11
N: 0.720 1.133 -0.054  -0.04
H: -1.060 2.194 0.121  0.40
H: 1.278 1.974 -0.105  0.25



No. 2
Entry from OMol25: C35H36ClIN4OPt as an isolated structure in a non-equilibrium geometry (wB97M-V/def2-TZVPD).

## Properties
Charge: +2
LUMO (spin up / spin down), eV: -7.9633 / -7.9493
Relative energy (zero: lowest compared OMol25 entry of this formula, charge and spin), kJ/mol: 262.02
Multiplicity: 1
Maximum force, eV/Å: 4.9
HOMO (spin up / spin down), eV: -12.788 / -12.793

Each line ends with the Mulliken charge.
Cartesian coordinates (Å):
Pt: 1.684 -0.265 0.993  1.82
Cl: 5.640 -4.489 5.374  -0.17
C: 5.122 -3.342 4.227  0.16
C: 5.571 -3.444 2.885  -0.65
C: 5.138 -2.557 1.954  -0.25
C: 4.222 -1.488 2.275  0.12
O: 3.863 -0.696 1.374  -0.91
C: 3.750 -1.419 3.662  0.40
C: 2.802 -0.440 4.085  0.13
N: 2.043 0.230 3.283  0.19
C: 1.162 1.217 3.680  0.17
C: 0.593 1.366 4.939  -0.43
C: -0.304 2.406 5.205  -1.19
C: -0.643 3.319 4.239  -0.82
C: -0.103 3.210 2.942  1.15
C: -0.398 4.114 1.901  -0.75
C: 0.168 3.930 0.665  -1.01
C: 1.011 2.830 0.459  -0.25
N: 1.293 1.973 1.413  -0.46
C: 0.786 2.140 2.650  0.47
C: 4.248 -2.327 4.595  -1.05
H: 6.262 -4.227 2.617  0.45
H: 5.465 -2.620 0.926  0.47
H: 2.740 -0.272 5.163  0.44
H: 0.816 0.668 5.733  0.43
H: -0.740 2.482 6.189  0.43
H: -1.330 4.123 4.450  0.47
H: -1.069 4.939 2.088  0.49
H: -0.034 4.609 -0.149  0.48
H: 1.464 2.665 -0.511  0.58
H: 3.902 -2.285 5.619  0.44
C: -0.228 1.125 -5.765  -1.57
C: 0.584 -0.130 -5.406  1.79
C: -0.224 -1.397 -5.728  -1.58
C: 1.857 -0.134 -6.254  -2.18
C: 0.873 -0.100 -3.920  -0.06
C: 2.170 -0.116 -3.400  -0.45
C: 2.355 -0.022 -2.032  -0.97
N: 1.345 0.064 -1.176  0.23
C: 0.074 0.020 -1.626  0.02
C: -0.172 -0.050 -2.993  -0.27
C: -0.988 -0.006 -0.601  -0.06
C: -2.354 -0.016 -0.873  -0.29
C: -3.295 -0.119 0.155  -0.07
C: -2.797 -0.249 1.453  -0.76
C: -1.433 -0.224 1.657  -1.08
N: -0.563 -0.080 0.671  0.43
C: -4.779 -0.103 -0.144  1.73
C: -5.635 -0.106 1.127  -2.17
C: -5.120 -1.353 -0.969  -1.56
C: -5.116 1.163 -0.949  -1.59
H: -0.406 1.142 -6.836  0.46
H: 0.325 2.024 -5.500  0.39
H: -1.192 1.150 -5.263  0.34
H: -0.406 -1.441 -6.798  0.47
H: -1.185 -1.412 -5.223  0.34
H: 0.328 -2.291 -5.444  0.39
H: 1.584 -0.124 -7.306  0.43
H: 2.453 -1.027 -6.080  0.44
H: 2.460 0.750 -6.065  0.47
H: 3.035 -0.196 -4.037  0.60
H: 3.352 0.002 -1.603  0.61
H: -1.188 -0.082 -3.347  0.66
H: -2.700 0.051 -1.890  0.72
H: -3.453 -0.373 2.298  0.59
H: -1.025 -0.316 2.656  0.51
H: -5.513 -1.029 1.687  0.41
H: -6.684 -0.027 0.857  0.44
H: -5.396 0.743 1.763  0.47
H: -4.854 -2.258 -0.428  0.38
H: -4.601 -1.363 -1.924  0.35
H: -6.189 -1.374 -1.162  0.46
H: -4.819 2.056 -0.404  0.38
H: -6.190 1.210 -1.113  0.47
H: -4.631 1.173 -1.921  0.35
I: 0.098 -3.369 0.025  0.12
C: 1.482 -2.499 1.375  -1.27
H: 2.454 -2.922 1.137  0.55
H: 1.179 -2.713 2.396  0.52



No. 3
Entry from OMol25: C53H48N10OS3Y as an isolated structure in a non-equilibrium geometry (wB97M-V/def2-TZVPD).

## Properties
Charge: +3
LUMO, eV: -6.4031
Relative energy (zero: lowest compared OMol25 entry of this formula, charge and spin), kJ/mol: 108.40
Multiplicity: 1
Maximum force, eV/Å: 2.2
HOMO, eV: -14.970

Each line ends with the Mulliken charge.
Cartesian coordinates (Å):
Y: -0.157 -0.265 0.014  0.92
N: -2.188 3.544 -1.311  -0.06
C: -2.237 3.019 -2.566  -0.85
C: -1.641 1.789 -2.492  -0.28
N: -1.230 1.562 -1.213  0.27
C: -1.572 2.644 -0.513  -0.06
C: -1.258 2.728 0.886  0.05
N: -0.875 1.645 1.565  -0.09
C: -0.608 2.078 2.830  -0.26
C: -0.826 3.425 2.914  -1.01
N: -1.237 3.823 1.679  -0.06
H: -2.591 4.432 -1.050  0.20
H: -2.666 3.544 -3.394  0.45
H: -1.482 1.063 -3.266  0.39
H: -0.296 1.404 3.603  0.64
H: -0.743 4.107 3.736  0.47
H: -1.455 4.776 1.425  0.20
N: -0.165 -2.316 0.541  0.33
S: 0.861 -3.379 0.421  0.89
N: 1.571 -3.749 1.848  -0.37
S: 2.890 -3.154 2.427  1.65
N: 3.272 -1.678 2.103  -0.17
S: 2.363 -0.319 2.233  1.94
N: 1.689 0.121 0.986  -0.76
C: 3.584 0.898 2.764  0.37
C: 3.339 2.225 2.449  -0.48
C: 4.209 3.202 2.903  -0.81
C: 5.315 2.854 3.663  -0.64
C: 5.556 1.522 3.968  -0.87
C: 4.690 0.538 3.516  -0.40
C: 1.336 -0.687 3.706  0.61
C: 1.902 -0.584 4.965  -0.46
C: 1.151 -0.916 6.082  -0.82
C: -0.161 -1.336 5.941  -1.01
C: -0.719 -1.441 4.677  -1.07
C: 0.030 -1.125 3.553  0.59
C: 2.786 -3.489 4.184  0.67
C: 1.630 -4.011 4.735  -0.17
C: 1.611 -4.308 6.088  -0.90
C: 2.739 -4.083 6.863  -0.73
C: 3.894 -3.564 6.296  -0.80
C: 3.924 -3.270 4.944  -0.81
C: 4.302 -4.105 1.878  -0.09
C: 4.232 -5.488 1.971  -0.86
C: 5.317 -6.237 1.549  -0.77
C: 6.448 -5.599 1.057  -0.64
C: 6.502 -4.215 0.975  -0.89
C: 5.421 -3.457 1.391  0.10
C: 0.194 -4.996 -0.024  -0.25
C: -0.010 -5.964 0.943  -0.06
C: -0.456 -7.219 0.564  -0.81
C: -0.695 -7.496 -0.773  -0.75
C: -0.496 -6.516 -1.734  -1.05
C: -0.049 -5.258 -1.364  -0.08
C: 2.278 -3.200 -0.706  1.12
C: 3.078 -4.326 -0.810  -0.72
C: 4.269 -4.254 -1.514  -1.14
C: 4.638 -3.060 -2.112  -0.93
C: 3.811 -1.948 -2.033  -1.35
C: 2.619 -2.012 -1.325  0.38
H: 2.474 2.468 1.850  0.42
H: 4.020 4.238 2.671  0.46
H: 5.986 3.617 4.027  0.43
H: 6.418 1.254 4.559  0.48
H: 4.869 -0.502 3.737  0.36
H: 2.916 -0.234 5.082  0.56
H: 1.590 -0.839 7.063  0.54
H: -0.748 -1.578 6.813  0.48
H: -1.743 -1.759 4.564  0.58
H: -0.408 -1.225 2.561  0.03
H: 0.775 -4.179 4.100  0.53
H: 0.720 -4.721 6.534  0.56
H: 2.725 -4.330 7.912  0.47
H: 4.771 -3.399 6.902  0.50
H: 4.819 -2.894 4.472  0.36
H: 3.341 -5.960 2.357  0.47
H: 5.281 -7.314 1.603  0.50
H: 7.296 -6.186 0.742  0.46
H: 7.379 -3.723 0.586  0.52
H: 5.415 -2.381 1.335  0.55
H: 0.203 -5.730 1.972  0.48
H: -0.611 -7.981 1.311  0.50
H: -1.019 -8.485 -1.062  0.47
H: -0.671 -6.733 -2.777  0.54
H: 0.142 -4.495 -2.105  0.58
H: 2.766 -5.248 -0.344  0.60
H: 4.910 -5.120 -1.577  0.57
H: 5.570 -2.994 -2.651  0.49
H: 4.101 -1.029 -2.516  0.62
H: 1.960 -1.138 -1.261  0.43
C: -3.101 -4.079 -4.798  -1.11
N: -2.765 -3.358 -3.600  -0.09
N: -1.859 -2.330 -3.601  0.88
C: -1.553 -2.002 -2.304  0.94
O: -0.710 -1.092 -2.013  -0.36
C: -2.320 -2.858 -1.490  -0.34
C: -3.034 -3.694 -2.326  -0.11
C: -3.945 -4.801 -1.960  -1.94
C: -1.622 -1.493 -4.722  -0.40
C: -2.697 -1.004 -5.454  0.02
C: -2.470 -0.129 -6.500  -0.91
C: -1.181 0.287 -6.791  -0.55
C: -0.114 -0.189 -6.045  -0.78
C: -0.324 -1.093 -5.016  0.01
H: -3.814 -3.532 -5.416  0.36
H: -3.552 -5.026 -4.515  0.46
H: -2.202 -4.279 -5.383  0.35
H: -2.322 -2.858 -0.417  0.45
H: -4.176 -4.751 -0.900  0.41
H: -3.476 -5.764 -2.157  0.42
H: -4.877 -4.752 -2.520  0.48
H: -3.706 -1.284 -5.195  0.59
H: -3.304 0.239 -7.073  0.45
H: -1.010 0.986 -7.593  0.45
H: 0.888 0.148 -6.265  0.44
H: 0.498 -1.479 -4.431  0.48